Entry 1:
Formula: CH7N2S
Source: OMol25
Level of theory: the ωB97M-V functional and the def2-TZVPD basis

Positions of all 11 atoms, in Å:
C -0.802 -1.762 0.464
N 1.729 1.895 -0.604
N -1.963 -1.298 0.043
S 1.147 0.659 0.915
H -0.737 -2.011 1.554
H 0.124 -1.405 -0.034
H 0.816 1.876 -1.086
H 1.981 2.648 0.056
H -1.949 -0.644 -0.786
H -2.796 -1.333 0.566
H 2.450 1.374 -1.089

Values from the calculation:
- Charge: +1
- Relative energy (zero: lowest compared OMol25 entry of this formula, charge and spin): 283.52 kJ/mol
- Maximum force: 0.076 hartree/bohr
- Energy: -549.64725 Eh
- Frontier orbital gap: 6.9 eV

=====

Entry 2:
Formula: C9H7O2
Source: OMol25
Level of theory: the ωB97M-V functional and the def2-TZVPD basis

Positions of all 18 atoms, in Å:
C -0.277 -2.741 -0.262
C -1.035 -2.796 0.835
C 0.218 -1.575 -0.907
C 0.876 1.007 -0.599
C 0.507 2.152 0.011
C 0.212 -0.321 -0.310
C -1.454 -1.513 1.451
C -0.695 -0.224 0.777
C -0.678 2.182 0.977
O -2.071 -1.383 2.469
O -1.005 0.858 1.387
H -0.106 -3.740 -0.593
H -1.338 -3.585 1.414
H 0.785 -1.563 -1.797
H 1.637 1.030 -1.259
H 0.989 2.997 -0.280
H -0.355 2.871 1.804
H -1.541 2.756 0.558

Values from the calculation:
- Charge: +1
- Relative energy (zero: lowest compared OMol25 entry of this formula, charge and spin): 0.00 kJ/mol
- Maximum force: 0.088 hartree/bohr
- Energy: -497.25034 Eh
- Frontier orbital gap (alpha / beta): 6.6 / 6.6 eV

=====

Entry 3:
Formula: C4H3N3O
Source: OMol25
Level of theory: the ωB97M-V functional and the def2-TZVPD basis

Positions of all 11 atoms, in Å:
N 1.726 1.891 1.491
C 0.553 1.513 1.150
C -0.583 0.718 0.571
N -0.690 1.005 -0.866
C -0.175 -0.110 -1.459
N 0.106 -1.212 -0.639
C -0.023 -0.762 0.677
O 0.056 -1.342 1.689
H -1.503 0.715 1.010
H 0.056 -0.385 -2.494
H 0.478 -2.030 -1.128

Values from the calculation:
- Charge: 0
- Structure (SMILES): N#C[C@H]1N=CNC1=O
- Relative energy (zero: lowest compared OMol25 entry of this formula, charge and spin): 154.49 kJ/mol
- Maximum force: 0.213 hartree/bohr
- Energy: -393.66057 Eh
- Frontier orbital gap: 10.5 eV

=====

Entry 4:
Formula: C9H12FI2N
Source: OMol25
Level of theory: the ωB97M-V functional and the def2-TZVPD basis

Positions of all 25 atoms, in Å:
C -0.695 -0.260 2.891
C -0.777 -0.124 1.403
C -1.186 0.909 -0.650
C 0.977 -1.513 -2.280
C 1.554 -0.168 -2.738
C 0.762 -0.259 -1.468
C -2.516 1.456 -0.936
C -0.833 1.002 0.756
C 2.070 -0.824 1.896
N -0.487 0.452 -1.622
F 3.149 -1.642 1.866
I 0.507 -1.919 3.623
I 2.712 1.015 2.594
H -1.758 -0.537 3.182
H -0.286 0.625 3.465
H -1.114 -0.994 0.862
H 0.118 -1.973 -2.630
H 1.540 -2.227 -1.686
H 2.616 0.080 -2.616
H 1.229 0.179 -3.726
H 1.373 -0.156 -0.478
H -2.484 2.512 -0.547
H -3.281 1.001 -0.443
H -2.637 1.430 -1.949
H -0.549 1.938 1.231

Values from the calculation:
- Charge: 0
- Relative energy (zero: lowest compared OMol25 entry of this formula, charge and spin): 15.29 kJ/mol
- Maximum force: 0.075 hartree/bohr
- Energy: -1099.91513 Eh
- Frontier orbital gap: 7.7 eV

=====

Entry 5:
Formula: C58H68BrF3IN8O16S
Source: OMol25
Level of theory: the ωB97M-V functional and the def2-TZVPD basis

Positions of all 156 atoms, in Å:
C 6.070 2.777 2.115
C 5.351 1.610 2.990
C 3.767 1.798 2.936
O 3.266 2.706 3.655
O 2.842 1.010 2.190
C 3.501 0.124 1.240
C 2.368 -0.537 0.341
N 2.459 -2.044 0.086
C 3.719 -2.299 -0.645
F 4.031 -1.378 -1.669
F 4.889 -2.328 0.182
F 3.781 -3.552 -1.336
C 1.281 -2.252 -0.879
C -0.164 -2.347 -0.148
C -1.198 -2.682 -1.333
C -1.447 -1.420 -2.343
C -2.889 -0.764 -2.208
O -3.006 0.424 -2.650
N -4.104 -1.393 -1.662
C -4.687 -0.595 -0.541
C -6.187 -0.732 -0.138
C -6.742 0.081 1.072
C -5.879 1.041 1.947
C -4.393 1.201 1.524
C -3.837 0.396 0.330
N -0.180 -3.292 1.008
C -1.534 -3.593 1.510
C -2.469 -2.327 1.851
C -3.662 -2.768 2.867
S -4.798 -3.929 1.942
O -4.189 -5.312 1.897
O -5.061 -3.508 0.522
O -6.306 -4.047 2.706
C 0.760 -2.697 1.985
C 0.700 -3.160 3.510
C 1.303 -1.897 4.367
C 0.073 -0.955 4.874
Br 2.343 -2.555 5.920
C 2.250 -2.870 1.338
C 2.829 -4.340 1.414
C 2.078 -5.626 0.891
C 1.462 -5.682 -0.568
I 0.553 -6.507 2.236
H 6.394 3.604 2.844
H 5.388 3.234 1.322
H 7.022 2.305 1.690
H 5.727 0.561 2.754
H 5.661 1.818 4.083
H 4.196 0.793 0.600
H 4.150 -0.596 1.846
H 2.390 0.075 -0.640
H 1.362 -0.217 0.784
H 1.184 -1.379 -1.630
H 1.368 -3.168 -1.539
H -0.431 -1.253 0.151
H -2.240 -2.995 -1.008
H -0.732 -3.532 -1.962
H -0.694 -0.576 -2.211
H -1.350 -1.868 -3.402
H -4.817 -1.332 -2.420
H -6.818 -1.447 -0.774
H -7.834 -0.088 1.333
H -6.325 1.593 2.848
H -3.719 1.908 2.157
H -2.718 0.543 0.093
H -2.111 -4.213 0.719
H -1.554 -4.278 2.439
H -3.001 -2.042 0.877
H -1.876 -1.431 2.233
H -4.246 -1.810 3.151
H -3.257 -3.245 3.834
H -6.921 -4.151 1.935
H 0.452 -1.578 2.079
H 1.350 -4.044 3.799
H -0.336 -3.330 3.946
H 1.942 -1.203 3.701
H 0.536 0.013 5.300
H -0.566 -1.502 5.644
H -0.532 -0.603 3.951
H 2.881 -2.317 2.145
H 3.002 -4.546 2.546
H 3.913 -4.444 1.009
H 2.875 -6.469 0.899
H 2.219 -5.542 -1.430
H 1.075 -6.762 -0.720
H 0.563 -5.012 -0.772
C -5.329 7.448 0.400
C -4.759 8.027 1.531
C -4.282 7.223 2.560
C -4.377 5.837 2.444
C -4.953 5.251 1.318
C -5.430 6.064 0.295
N -3.853 4.984 3.514
O -3.372 5.530 4.495
O -3.925 3.771 3.362
H -5.695 8.079 -0.404
H -4.684 9.106 1.608
H -3.840 7.686 3.435
H -5.036 4.173 1.222
H -5.878 5.618 -0.588
C -3.866 1.129 -6.077
C -3.190 2.092 -5.334
C -2.933 3.343 -5.886
C -3.363 3.620 -7.182
C -4.033 2.657 -7.934
C -4.283 1.408 -7.376
N -3.117 4.944 -7.757
O -2.510 5.758 -7.077
O -3.541 5.163 -8.884
H -4.069 0.155 -5.641
H -2.867 1.869 -4.324
H -2.406 4.085 -5.297
H -4.367 2.863 -8.945
H -4.807 0.652 -7.951
C 7.817 -9.225 0.101
C 7.417 -7.907 -0.102
C 6.099 -7.624 -0.442
C 5.187 -8.671 -0.572
C 5.583 -9.993 -0.378
C 6.904 -10.266 -0.041
N 3.791 -8.377 -0.905
O 3.480 -7.203 -1.088
O 3.014 -9.314 -0.979
H 8.846 -9.441 0.372
H 8.133 -7.100 0.009
H 5.799 -6.593 -0.597
H 4.881 -10.813 -0.482
H 7.223 -11.291 0.116
C 12.026 5.767 4.202
C 11.939 4.415 3.880
C 10.743 3.730 4.067
C 9.637 4.411 4.574
C 9.720 5.762 4.905
C 10.921 6.438 4.718
N 8.369 3.701 4.749
O 8.337 2.510 4.465
O 7.412 4.336 5.164
H 12.959 6.300 4.050
H 12.804 3.897 3.480
H 10.689 2.678 3.812
H 8.866 6.298 5.305
H 10.995 7.491 4.970
C -7.792 5.192 -8.065
C -6.555 5.409 -7.463
C -6.461 5.498 -6.078
C -7.612 5.365 -5.304
C -8.854 5.156 -5.901
C -8.940 5.071 -7.287
N -7.513 5.434 -3.844
O -6.408 5.637 -3.356
O -8.537 5.280 -3.195
H -7.861 5.117 -9.146
H -5.665 5.504 -8.075
H -5.491 5.667 -5.622
H -9.755 5.057 -5.306
H -9.901 4.905 -7.761

Values from the calculation:
- Charge: +1
- Maximum force: 0.125 hartree/bohr
- Energy: -7461.20879 Eh
- Frontier orbital gap: 7.6 eV

=====

Entry 6:
Formula: C5H31NO11
Source: OMol25
Level of theory: the ωB97M-V functional and the def2-TZVPD basis

Positions of all 48 atoms, in Å:
C -1.538 3.075 -0.568
C -0.678 2.140 0.411
C -1.653 1.527 1.443
C 0.137 1.021 -0.232
N -0.479 0.337 -1.303
C 0.675 -0.024 0.857
O 1.435 0.477 1.637
H -1.675 4.071 -0.106
H -0.910 3.152 -1.520
H -2.482 2.731 -0.930
H 0.044 2.882 0.902
H -1.263 0.570 1.897
H -2.548 1.005 0.826
H -2.224 2.197 2.165
H 1.080 1.447 -0.739
H -0.791 -0.510 -1.014
H -1.231 0.887 -1.698
H 0.434 -1.004 0.994
O 1.740 3.208 1.920
H 1.517 2.265 2.081
H 2.651 3.185 1.578
O 2.813 0.089 -1.214
H 1.941 0.220 -1.599
H 3.366 0.847 -1.208
O -0.072 2.387 3.696
H 0.538 3.020 3.558
H -0.794 2.554 3.129
O 1.475 -3.216 2.475
H 0.749 -2.887 2.967
H 2.090 -2.503 2.107
O -0.896 -2.288 -1.806
H -1.257 -2.641 -2.588
H -0.027 -2.515 -1.524
O -2.982 0.394 -1.269
H -3.027 -0.610 -1.437
H -3.760 0.692 -1.837
O 0.988 -1.064 -3.402
H 1.494 -0.294 -3.120
H 0.202 -0.901 -2.921
O 0.569 -3.878 0.145
H 1.409 -3.756 -0.297
H 0.925 -3.960 1.046
O -1.457 -2.342 0.681
H -0.640 -2.870 0.457
H -2.221 -2.756 0.236
O 1.995 -2.379 -1.468
H 1.934 -2.282 -2.348
H 2.405 -1.701 -1.059

Values from the calculation:
- Charge: 0
- Structure (SMILES): CC(C)[C@H](N)C=O.O.O.O.O.O.O.O.O.O.O
- Relative energy (zero: lowest compared OMol25 entry of this formula, charge and spin): 554.56 kJ/mol
- Maximum force: 0.131 hartree/bohr
- Energy: -1091.35844 Eh
- Frontier orbital gap: 9.2 eV

=====

Entry 7:
Formula: C19H19NO3
Source: OMol25
Level of theory: the ωB97M-V functional and the def2-TZVPD basis

Positions of all 42 atoms, in Å:
C 4.012 2.816 -2.818
C 2.884 1.960 -2.100
C 1.540 2.286 -2.065
C 0.654 1.679 -1.378
C -0.671 2.235 -1.376
C 0.989 0.653 -0.800
C 0.170 -0.283 0.016
O 0.437 -1.768 -0.121
C -0.793 0.222 0.868
C -1.079 -0.811 2.118
O -0.099 -1.618 2.595
C -1.846 -0.026 3.219
O -1.262 1.071 3.905
N -3.212 -0.429 3.122
C -3.247 -1.518 2.533
C -4.567 -2.207 2.338
C -4.515 -3.174 1.374
C -3.660 -3.306 0.498
C -2.330 -2.771 0.723
C -2.446 -1.807 1.605
C 2.508 0.100 -0.919
C 3.564 0.848 -1.494
C 4.737 0.353 -1.830
H 3.679 3.691 -3.334
H 4.859 3.095 -2.044
H 4.682 2.233 -3.718
H 1.406 3.308 -2.557
H -0.950 2.424 -0.520
H -0.951 3.002 -2.258
H -1.232 1.234 -1.462
H -0.108 1.009 1.466
H -1.603 0.568 0.559
H 0.302 -1.946 1.911
H -3.715 -0.167 3.987
H -5.308 -1.857 3.075
H -5.614 -3.632 1.372
H -3.778 -4.210 -0.268
H -1.652 -2.835 -0.021
H 2.723 -0.903 -0.714
H 4.889 -0.619 -1.354
H 5.061 0.237 -2.734
H 5.542 0.865 -1.397

Values from the calculation:
- Charge: 0
- Structure (SMILES): Cc1cc(C)c(C(=O)C[C@@]2(O)C(=O)Nc3ccccc32)cc1C
- Relative energy (zero: lowest compared OMol25 entry of this formula, charge and spin): 1581.54 kJ/mol
- Maximum force: 0.306 hartree/bohr
- Energy: -1015.33801 Eh
- Frontier orbital gap: 7.7 eV

=====

Entry 8:
Formula: C42H58N7O4RuS2Si
Source: OMol25
Level of theory: the ωB97M-V functional and the def2-TZVPD basis

Positions of all 115 atoms, in Å:
Ru -1.345 -0.419 0.361
N -5.206 -1.416 2.240
C -5.899 -0.198 2.166
C -7.231 -0.126 1.777
C -7.880 1.101 1.758
C -7.196 2.262 2.093
C -5.856 2.195 2.451
C -5.214 0.966 2.512
S -3.541 0.753 3.015
N -3.068 -0.463 1.930
C -3.895 -1.475 1.744
C -3.448 -2.614 1.030
C -4.262 -3.746 0.744
C -3.705 -4.891 0.261
C -2.305 -4.943 0.052
C -1.591 -3.785 0.245
N -2.109 -2.620 0.648
H -5.770 -2.229 2.060
H -7.760 -1.031 1.499
H -8.922 1.150 1.470
H -7.703 3.218 2.073
H -5.304 3.092 2.705
H -5.331 -3.712 0.911
H -4.325 -5.753 0.053
H -1.804 -5.845 -0.265
H -0.519 -3.804 0.073
C 2.489 0.778 -2.709
C 1.078 0.321 -2.358
C 0.917 -1.231 -2.456
C 0.093 0.963 -3.335
O 0.684 0.703 -1.057
Si 0.888 2.015 -0.074
S -0.540 1.686 1.390
O 2.455 1.893 0.378
C 3.276 2.688 1.239
C 4.337 1.740 1.782
C 3.908 3.793 0.400
C 2.461 3.274 2.385
O 0.773 3.400 -0.946
C -0.232 4.409 -1.105
C -1.589 3.780 -1.405
C 0.233 5.263 -2.276
C -0.306 5.242 0.169
H 2.758 0.408 -3.701
H 3.233 0.422 -1.999
H 2.523 1.869 -2.721
H 0.558 -1.371 -3.470
H -0.841 -2.254 -2.090
H 0.231 -2.363 -0.904
H 0.324 0.682 -4.365
H 0.153 2.047 -3.246
H -0.925 0.652 -3.098
H 4.908 1.305 0.959
H 3.857 0.933 2.341
H 5.026 2.269 2.443
H 4.473 3.357 -0.426
H 4.583 4.400 1.006
H 3.130 4.434 -0.018
H 1.980 2.482 2.959
H 1.684 3.942 2.009
H 3.113 3.848 3.046
H -1.543 3.170 -2.310
H -2.337 4.561 -1.556
H -1.902 3.150 -0.572
H 0.316 4.652 -3.177
H 1.212 5.694 -2.061
H -0.474 6.072 -2.466
H -0.619 4.621 1.011
H -1.025 6.054 0.049
H 0.670 5.676 0.391
N 1.955 -1.816 1.111
C 2.080 -1.839 2.453
N 3.285 -1.856 3.033
C 4.634 -2.078 2.504
C 5.305 -3.226 3.247
O 5.337 -3.019 4.643
C 4.014 -2.886 5.142
C 3.306 -1.717 4.489
H 5.232 -1.165 2.609
H 4.589 -2.347 1.457
H 6.339 -3.331 2.918
H 4.766 -4.158 3.023
H 4.096 -2.737 6.218
H 3.453 -3.810 4.951
H 3.833 -0.791 4.750
H 2.273 -1.644 4.820
C 2.803 -1.302 0.011
C 2.934 -2.238 -1.173
C 3.934 -3.207 -1.115
C 4.167 -4.075 -2.161
C 3.392 -3.976 -3.302
C 2.377 -3.032 -3.398
C 1.571 -3.007 -4.677
C 2.133 -2.148 -2.327
N -0.173 -1.706 -1.560
H 3.788 -1.052 0.388
H 0.983 -1.688 0.878
H 2.364 -0.363 -0.292
H 4.550 -3.277 -0.227
H 4.953 -4.816 -2.094
H 3.571 -4.645 -4.135
H 1.944 -3.764 -5.365
H 1.636 -2.042 -5.185
H 0.514 -3.220 -4.503
C -5.137 1.456 -2.522
C -4.856 1.921 -1.249
C -3.805 1.354 -0.548
N -3.059 0.364 -1.044
C -3.336 -0.079 -2.272
C -4.359 0.435 -3.046
H -5.951 1.878 -3.097
H -5.439 2.708 -0.789
H -3.538 1.700 0.442
H -2.717 -0.890 -2.636
H -4.543 0.036 -4.034

Values from the calculation:
- ⟨S²⟩: 8.77
- Charge: 0
- Relative energy (zero: lowest compared OMol25 entry of this formula, charge and spin): 81.37 kJ/mol
- 2S+1: 6
- Maximum force: 0.004 hartree/bohr
- Energy: -3500.32894 Eh
- Frontier orbital gap (alpha / beta): 5.6 / 7.2 eV